Computed, not measured: H7HfO20S4 as an isolated structure at a distorted geometry, with ωB97M-V/def2-TZVPD.

Each line ends with the natural charge from an NBO analysis.
Atoms and positions in Å:
Hf  -0.0875  -0.3261  0.1479  1.339
S  4.8429  1.0203  -2.3106  2.571
O  3.6610  0.2198  -2.0619  -0.872
O  4.3922  2.4138  -2.1473  -0.853
O  5.8651  0.5796  -1.3625  -1.001
O  5.3012  0.8645  -3.6484  -1.038
S  -2.5620  -0.3654  5.4399  2.615
O  -2.7323  0.9905  5.9310  -1.054
O  -1.6859  -1.0350  6.3781  -1.057
O  -3.8255  -1.0582  5.3306  -1.120
O  -2.0008  -0.2956  4.1253  -1.018
S  2.4038  -3.3574  2.7567  2.611
O  1.1946  -3.4667  2.0100  -0.946
O  2.5117  -1.9508  2.5391  -0.917
O  2.0909  -3.7285  4.1196  -1.033
O  3.5701  -3.9916  2.2606  -1.054
S  -0.6902  3.0676  -4.6561  2.562
O  -0.1190  2.4737  -5.9050  -1.049
O  -0.6625  2.0657  -3.5744  -0.966
O  0.2058  4.1362  -4.1859  -0.962
O  -2.0459  3.5356  -4.8362  -1.095
O  1.3648  2.9266  1.4974  -1.065
H  1.3360  3.0866  2.4608  0.400
O  -3.4767  2.4284  0.2653  -0.923
H  -3.0952  3.3056  0.2329  0.474
H  -4.3683  2.5661  0.5851  0.450
O  -3.8790  -1.9933  -0.5909  -0.922
H  -4.1496  -2.1763  -1.4906  0.456
H  -4.6995  -1.8618  -0.1156  0.466
O  0.2811  -3.1197  -2.8035  -0.932
H  0.2639  -4.0767  -2.8175  0.455
H  0.7949  -2.8776  -3.5739  0.477

Summary:
Energy relative to the best compared isomer or geometry (same formula, charge and spin) in kcal/mol: 438.4
Molecular weight in Da: 633.79
Kohn-Sham gap in eV: 1.6
2S+1: 1
Net charge: -5